one) 20
Properties=species:S:1:pos:R:3:mulliken_charge:R:1 method="wB97M-V/def2-TZVPD" spin_multiplicity=1 orbital_gap_ev=9.176 total_charge=0
Cl -7.661 -19.422 -14.705 -0.147
Cl -9.509 -18.300 -16.622 -0.152
Cl -12.137 -20.652 -15.199 -0.149
Cl -12.349 -18.024 -12.468 -0.176
Cl -16.588 -15.559 -16.611 -0.133
Cl -14.680 -19.280 -15.493 -0.164
Cl -16.782 -18.273 -15.856 -0.194
Cl -9.929 -21.121 -15.675 -0.159
Cl -13.254 -20.257 -17.978 -0.136
Cl -14.317 -17.297 -16.957 -0.171
Cl -13.679 -16.765 -14.853 -0.274
Cl -11.277 -18.371 -15.127 -0.070
C -12.707 -18.204 -14.218 0.433
C -15.698 -16.866 -15.908 0.080
C -9.281 -19.448 -15.328 0.425
C -13.629 -20.557 -16.202 0.025
H -13.323 -19.090 -14.368 0.034
H -9.946 -19.037 -14.569 0.073
H -15.291 -16.649 -14.921 0.429
H -14.150 -21.514 -16.220 0.425



two) 20
Properties=species:S:1:pos:R:3:mulliken_charge:R:1 method="wB97M-V/def2-TZVPD" smiles=ClC(Cl)Cl.ClC(Cl)Cl.ClC(Cl)Cl.ClC(Cl)Cl spin_multiplicity=1 orbital_gap_ev=11.318 total_charge=0
Cl -0.642 -0.734 -0.555 -0.057
Cl 0.659 3.443 0.188 -0.099
Cl 4.518 -0.582 -0.161 -0.156
Cl -2.069 -3.396 1.033 -0.121
Cl -2.653 1.283 -1.273 -0.112
Cl 2.774 -2.401 -1.497 -0.117
Cl -4.884 -4.319 0.598 -0.141
Cl -3.134 -3.630 -1.628 -0.096
Cl 2.118 5.867 0.877 -0.128
Cl 3.537 3.446 0.274 -0.096
Cl 2.912 -2.366 1.477 -0.095
Cl -2.509 -0.013 1.517 -0.115
C -1.700 0.557 0.036 0.478
C 2.122 4.371 -0.083 0.007
C 2.945 -1.463 -0.004 0.266
C -3.547 -3.247 -0.030 0.180
H -1.127 1.396 0.431 -0.150
H -3.776 -2.183 -0.073 0.166
H 2.237 4.623 -1.137 0.300
H 2.218 -0.651 0.009 0.086



three) 20
Properties=species:S:1:pos:R:3:mulliken_charge:R:1 method="wB97M-V/def2-TZVPD" smiles=ClC(Cl)Cl.ClC(Cl)Cl.ClC(Cl)Cl.ClC(Cl)Cl spin_multiplicity=1 orbital_gap_ev=11.136 total_charge=0
Cl 1.173 0.308 0.594 -0.138
Cl 3.074 -4.484 1.467 -0.124
Cl 0.277 -3.803 1.078 -0.115
Cl -0.902 4.793 0.596 -0.090
Cl -3.506 5.640 1.807 -0.113
Cl -1.905 3.470 3.080 -0.135
Cl 1.202 -2.487 -2.939 -0.078
Cl 1.890 -2.315 -5.685 -0.131
Cl -1.468 -0.160 1.746 -0.120
Cl -1.284 1.068 -0.775 -0.123
Cl -0.584 -3.594 -4.984 -0.114
Cl 1.747 -2.803 3.376 -0.123
C 1.830 -3.267 1.691 0.332
C -1.848 5.026 2.080 0.049
C -0.511 0.879 0.760 0.433
C 0.553 -2.311 -4.551 0.041
H -0.494 1.870 1.272 -0.058
H -1.448 5.743 2.764 0.307
H 2.049 -2.273 1.193 0.015
H 0.155 -1.301 -4.573 0.285



Stability check: which of them is most stable? three).



one) 66
Properties=species:S:1:pos:R:3:mulliken_spin:R:1 method="wB97M-V/def2-TZVPD" spin_multiplicity=3 orbital_gap_ev="6.554 / 4.809" total_charge=+2
Au -1.881 1.337 -3.095 0.438
O 0.590 0.608 -1.642 0.035
O -3.466 0.708 -1.229 0.009
O 0.759 -0.581 3.362 0.001
N -0.803 2.448 -1.702 0.202
N -1.303 -0.524 -2.429 0.542
C 1.437 4.341 1.428 0.001
C 1.110 3.536 2.699 -0.001
C -2.477 -0.484 1.830 0.009
C 2.322 -3.993 -1.657 0.015
C 2.943 4.257 1.139 0.000
C 0.145 -0.514 1.025 0.060
C 1.005 2.444 -0.180 0.010
C 0.253 1.836 -1.151 0.020
C -1.206 -2.893 -2.559 0.328
C 2.139 -0.661 3.009 0.001
C -3.421 -0.182 -0.392 0.017
C 1.048 5.805 1.641 -0.001
C 0.651 3.708 0.293 -0.005
C -1.793 -1.650 -2.870 0.050
C 0.295 -4.902 -0.496 -0.010
C -0.155 -0.536 2.383 -0.002
C -1.179 3.665 -1.267 -0.017
C 0.564 -5.175 -2.976 -0.010
C -4.634 -1.030 -0.135 -0.001
C 0.054 -2.934 -1.942 0.035
C -0.288 -0.496 -1.379 -0.165
C 0.552 -1.743 -1.475 0.341
C -1.490 -0.528 2.783 0.002
C -2.202 -0.398 0.454 -0.022
C 0.817 -4.244 -1.785 0.005
C -0.473 4.311 -0.283 0.015
C -0.860 -0.429 0.057 0.029
H 2.714 -3.422 -2.501 -0.003
H 1.187 -6.063 -2.875 0.000
H -4.374 -2.031 0.204 0.002
H 0.816 -4.699 -3.926 0.003
H -0.805 5.291 0.023 0.005
H 0.008 5.914 1.956 0.000
H 2.684 -0.688 3.946 0.000
H 2.447 0.217 2.436 0.000
H -0.469 -5.523 -3.020 0.000
H -1.685 -3.783 -2.937 0.015
H 1.676 3.940 3.539 0.000
H -1.725 -0.569 3.838 0.000
H 1.550 -1.662 -1.070 0.013
H 1.178 -0.564 0.716 0.008
H -5.245 -1.064 -1.034 0.000
H 2.342 -1.572 2.443 0.000
H -3.507 -0.484 2.159 0.001
H -2.639 -1.603 -3.549 0.011
H 0.048 3.595 2.946 0.000
H -5.242 -0.560 0.643 0.000
H 3.486 4.768 1.934 0.000
H 3.308 3.229 1.113 0.000
H 2.580 -3.475 -0.730 -0.002
H -0.775 -5.112 -0.559 0.003
H 3.200 4.739 0.195 0.000
H 0.813 -5.847 -0.332 -0.001
H 2.842 -4.950 -1.635 0.001
H 1.210 6.404 0.743 0.000
H 1.860 1.910 0.208 0.000
H 0.469 -4.263 0.373 0.002
H 1.378 2.482 2.588 0.000
H -2.048 4.111 -1.731 0.010
H 1.666 6.226 2.433 0.000



two) 66
Properties=species:S:1:pos:R:3:mulliken_spin:R:1 method="wB97M-V/def2-TZVPD" spin_multiplicity=3 orbital_gap_ev="6.778 / 4.978" total_charge=+2
Au -0.297 -0.405 0.160 0.445
O -2.485 0.382 0.768 0.011
O -5.415 -4.615 -1.997 0.000
O -0.838 -2.348 -2.182 0.053
N -1.275 -0.112 -1.655 0.551
N -0.365 -2.505 0.094 0.177
C -0.634 -4.473 -1.182 0.003
C -3.531 0.249 0.142 0.017
C -0.360 -5.272 -0.073 -0.003
C -2.888 -1.049 -6.430 0.018
C -1.799 -7.228 -0.547 0.000
C -3.654 -2.969 -1.990 0.061
C -4.770 -5.321 -3.056 0.000
C -0.127 -3.246 1.194 -0.019
C -5.152 -1.525 -0.204 0.007
C -1.976 1.277 -6.420 -0.008
C -2.045 1.228 -3.460 0.325
C -2.178 -1.125 -3.665 0.294
C -0.367 -6.787 -0.200 0.003
C -0.636 -3.104 -1.072 0.018
C -4.556 1.348 0.195 0.002
C -2.870 0.277 -5.669 0.014
C -1.840 -1.318 -2.210 -0.116
C -0.115 -4.615 1.142 0.010
C -1.445 1.062 -2.205 0.058
C -4.880 -3.469 -1.567 -0.001
C -4.304 0.828 -5.570 -0.012
C 0.066 -7.470 1.098 0.000
C -3.896 -1.014 -0.582 -0.018
C -5.632 -2.725 -0.658 0.004
C -2.358 0.098 -4.247 0.018
C -3.149 -1.762 -1.501 0.015
C 0.594 -7.197 -1.330 -0.001
H -1.895 -1.506 -6.472 -0.004
H 0.606 -8.284 -1.414 0.000
H -3.208 -0.867 -7.456 0.000
H -2.170 2.235 -3.831 0.017
H 0.091 -5.164 2.048 0.003
H -4.335 1.787 -5.047 0.003
H -3.081 -3.522 -2.722 0.007
H -5.387 -6.188 -3.258 0.000
H 0.057 -2.715 2.119 0.010
H -4.701 0.988 -6.574 -0.001
H -0.938 0.937 -6.447 0.003
H 1.612 -6.864 -1.119 0.000
H -5.166 1.383 -0.706 0.003
H 0.075 -8.549 0.944 0.000
H -2.004 2.276 -5.982 0.001
H 1.075 -7.175 1.397 0.000
H -2.136 -6.799 -1.493 0.000
H -6.596 -3.103 -0.340 0.000
H -4.058 2.299 0.372 -0.001
H 0.293 -6.797 -2.300 0.000
H -4.962 0.127 -5.052 0.002
H -3.770 -5.651 -2.762 0.000
H -5.223 1.178 1.045 0.000
H -0.624 -7.266 1.921 0.000
H -5.756 -0.964 0.498 0.001
H -2.336 -2.041 -4.217 0.023
H -4.708 -4.700 -3.952 0.000
H -3.595 -1.761 -5.994 -0.003
H -2.502 -6.939 0.238 0.000
H -2.325 1.370 -7.448 0.000
H -1.827 -8.314 -0.645 0.000
H -0.841 -4.901 -2.153 0.001
H -1.070 1.927 -1.665 0.010



Stability check: which of them is most stable? two).



one) 40
Properties=species:S:1:pos:R:3:mulliken_charge:R:1 method="wB97M-V/def2-TZVPD" smiles=ClCCCl.ClCCCl.ClCCCl.ClCCCl.ClCCCl spin_multiplicity=1 orbital_gap_ev=10.676 total_charge=0
Cl 6.031 1.745 5.097 -0.199
Cl -3.310 -3.466 -1.535 -0.179
Cl 3.225 3.310 0.554 -0.197
Cl 0.131 -0.614 1.753 -0.183
Cl -3.417 -1.078 -4.052 -0.190
Cl 1.157 2.718 -2.128 -0.216
Cl -3.263 1.371 1.597 -0.196
Cl 4.231 0.272 2.413 -0.186
Cl 1.754 -1.372 -1.164 -0.166
Cl -2.855 3.138 -1.113 -0.185
C 3.817 1.633 3.537 -0.481
C 1.643 -2.341 0.333 -0.324
C -3.300 -3.650 -3.293 -0.487
C 5.018 2.501 3.822 -0.402
C -3.075 1.353 -1.137 -0.166
C 0.364 -2.289 1.031 -0.399
C -3.913 0.808 0.002 -0.293
C 2.328 1.842 0.149 0.082
C 0.956 2.146 -0.467 0.039
C -4.225 -2.700 -4.060 -0.405
H 0.266 -3.022 1.823 0.399
H -4.952 1.200 0.002 0.332
H 1.768 -3.385 0.050 0.362
H 5.621 2.550 2.908 0.278
H 0.340 1.279 -0.589 -0.263
H -4.176 -3.021 -5.125 0.291
H -3.883 -0.302 -0.014 0.186
H -3.663 1.217 -2.059 0.150
H 2.451 -2.027 1.017 0.184
H 2.998 1.240 -0.447 0.347
H 4.702 3.469 4.135 0.332
H -5.215 -2.533 -3.647 0.319
H -2.283 -3.574 -3.571 0.340
H -2.084 0.998 -1.201 0.153
H -0.467 -2.340 0.272 0.137
H 3.025 2.206 3.081 0.244
H 3.367 1.137 4.403 0.416
H 0.424 2.913 0.094 0.396
H 2.112 1.311 1.075 -0.190
H -3.649 -4.642 -3.546 0.320



two) 40
Properties=species:S:1:pos:R:3:mulliken_charge:R:1 method="wB97M-V/def2-TZVPD" smiles=ClCCCl.ClCCCl.ClCCCl.ClCCCl.ClCCCl spin_multiplicity=1 orbital_gap_ev=10.964 total_charge=0
Cl 11.006 6.843 6.310 -0.180
Cl 7.978 11.344 7.523 -0.203
Cl 10.571 13.438 12.166 -0.162
Cl 14.955 6.531 8.095 -0.212
Cl 3.730 9.053 7.864 -0.193
Cl 13.302 14.823 10.243 -0.201
Cl 12.325 11.000 7.516 -0.215
Cl 9.691 15.774 5.559 -0.220
Cl 5.756 10.094 10.164 -0.163
Cl 6.292 15.230 8.323 -0.219
C 9.697 11.415 8.058 -0.414
C 7.666 14.868 7.097 -0.098
C 12.724 15.206 11.948 -0.405
C 8.168 16.114 6.516 -0.428
C 13.254 7.128 7.830 -0.194
C 12.213 13.934 12.543 -0.462
C 12.695 6.361 6.629 -0.471
C 10.670 11.135 6.875 -0.333
C 5.458 8.639 7.896 -0.201
C 6.033 8.581 9.277 -0.429
H 8.422 14.348 7.717 -0.064
H 9.859 12.408 8.444 0.292
H 11.891 15.846 11.753 0.299
H 10.508 10.179 6.333 0.249
H 9.790 10.562 8.770 0.315
H 12.728 6.853 8.750 0.323
H 13.303 6.671 5.718 0.271
H 12.909 5.345 6.791 0.387
H 5.932 9.440 7.251 0.020
H 5.681 7.793 9.915 0.377
H 7.341 14.145 6.343 0.353
H 12.911 13.106 12.274 0.309
H 10.644 11.918 6.100 0.316
H 7.095 8.489 9.192 0.230
H 12.277 14.001 13.607 0.325
H 13.327 8.224 7.714 0.079
H 13.583 15.560 12.520 0.299
H 8.519 16.851 7.245 0.324
H 7.517 16.464 5.765 0.344
H 5.583 7.705 7.402 0.356



Stability check: which of them is most stable? one).